# C23H63NO24S7

A cluster of 9 separate species, C23H63NO24S7 in total (ωB97M-V/def2-TZVPD, the Open Molecules 2025 dataset).

Geometry (Å):
H: -0.772 6.784 4.085
C: 3.923 0.510 -6.165
O: -2.054 -2.873 -3.141
H: -1.952 -0.904 2.879
C: -0.937 -3.383 6.338
H: -0.893 5.058 4.402
H: -0.047 2.344 -7.258
H: 1.702 5.071 4.659
C: -2.459 3.921 0.263
C: 2.819 -2.214 3.333
O: 4.865 2.208 -4.474
H: -1.997 4.419 -6.063
O: -1.325 0.027 5.700
H: 4.438 -3.516 3.916
H: -2.299 2.718 -6.472
H: -2.172 -2.004 4.193
C: 0.658 -4.188 -2.502
S: 1.665 4.287 2.023
H: 3.290 -3.120 5.218
C: 0.033 -2.263 6.560
O: 3.757 -1.871 2.310
C: 1.533 0.629 -4.048
H: -3.608 -0.660 -2.616
C: -3.133 -3.614 0.550
H: -1.069 -3.938 7.269
S: -2.097 2.028 -3.968
H: -3.918 -1.055 -4.370
C: 1.129 5.804 4.088
H: 1.067 -3.403 0.347
C: -1.307 0.252 0.220
H: 2.628 -3.950 0.887
H: 4.636 -0.163 -5.694
H: 0.926 -3.873 -3.508
H: -2.713 -3.066 1.398
H: 3.177 1.595 1.886
O: -0.746 -0.997 0.593
H: 0.196 -0.839 0.750
H: 1.284 0.346 -5.080
H: 0.915 -4.287 2.788
O: 0.368 0.362 3.928
H: 4.383 0.948 -7.048
C: 0.512 3.132 2.715
O: -4.146 -3.805 -4.046
H: -4.005 -1.830 -0.281
O: -2.640 1.068 -4.875
H: 1.662 6.743 4.251
C: -0.291 5.947 4.592
H: -0.718 -2.212 3.106
H: -1.277 0.409 -0.860
S: -0.479 -0.502 4.676
H: -1.930 -3.027 6.063
O: 2.024 -0.845 0.960
C: 3.393 -3.351 4.159
H: 0.919 1.519 -3.916
H: 0.502 3.889 -6.607
O: 4.402 -0.642 0.312
C: 1.189 -0.495 -3.131
H: -2.340 0.323 0.569
O: -3.359 5.485 1.704
S: -3.482 -2.943 -3.146
N: -3.256 5.147 0.541
H: 4.721 0.868 2.361
O: 2.978 4.028 2.511
H: 1.131 -5.947 2.003
H: -0.282 6.165 5.659
C: -4.114 -1.303 -3.329
S: 2.101 -4.829 -1.759
C: -1.556 3.425 -6.100
O: 2.914 0.974 -3.833
H: 1.778 -2.375 3.056
H: 0.113 -0.671 -3.126
H: -2.376 -2.250 -0.891
H: -3.020 3.984 -3.092
H: -0.191 -4.882 1.625
H: -1.430 4.227 0.085
C: 0.875 -4.897 1.890
H: -0.362 -1.547 7.276
H: -3.937 3.375 -4.478
H: -0.600 -4.088 5.577
H: -0.128 -4.935 -2.530
H: 0.330 -3.314 -1.942
O: -3.970 -3.345 -1.691
C: 3.644 0.729 2.350
H: -4.075 -4.057 0.876
O: -3.702 5.756 -0.417
O: 1.417 4.370 0.624
C: -3.344 -2.644 -0.584
O: -1.168 2.996 -4.766
C: 1.606 -4.281 0.715
C: -1.409 -1.529 3.583
H: 0.550 3.091 3.800
H: -0.487 3.482 2.467
O: 3.026 -3.763 -1.559
H: -2.626 3.210 1.062
H: -0.612 3.947 -7.897
O: -1.388 1.644 -2.797
S: 3.619 1.789 -4.990
H: 2.724 -1.346 3.997
O: 2.486 -6.012 -2.438
S: 3.407 -0.692 1.314
H: -4.079 2.602 -2.830
H: -5.194 -1.342 -3.207
H: -0.751 1.095 0.649
H: 3.007 -0.010 -6.427
O: 0.476 -1.608 5.339
H: -2.450 -4.424 0.300
O: 1.144 5.648 2.658
O: 2.686 2.731 -5.509
H: 1.474 -0.249 -2.104
C: -3.437 3.088 -3.559
H: 1.726 -1.405 -3.397
H: 0.973 -2.672 6.930
H: 0.833 2.201 2.255
O: 1.553 -5.284 -0.336
H: 2.820 -4.265 3.998
H: -2.842 3.484 -0.656
C: -0.360 3.352 -7.012
H: 3.209 0.569 3.332

The value obtained for the highest occupied orbital energy is -0.3909 Ha. For the total energy, the calculation gives -151343.54233 eV. Its structure (SMILES) is CCOS(C)(=O)=O.CCOS(C)(=O)=O.CCOS(C)(=O)=O.CCOS(C)(=O)=O.CCOS(C)(=O)=O.CCOS(C)(=O)=O.CCOS(C)(=O)=O.C[N+](=O)[O-].CO. For the LUMO energy, the calculation gives -0.0047 Eh.

=====

# C7H15NO4

The molecule C7H15NO4 (ωB97M-V/def2-TZVPD, the Open Molecules 2025 dataset).

Geometry (Å):
H: -1.779 0.613 1.658
O: -2.547 0.107 1.096
H: -1.494 -2.290 1.177
H: -2.865 -0.858 -0.624
H: 0.616 0.764 -2.025
H: -1.742 0.965 -1.730
C: -1.059 2.033 -0.051
H: 1.489 -1.368 -1.104
H: 1.101 0.361 2.034
H: -0.424 2.016 0.900
N: 0.134 0.155 -1.415
H: -0.491 2.907 -0.514
O: 3.025 -0.162 0.713
H: -0.435 -1.642 -1.322
C: -0.986 -1.595 0.407
H: 2.963 0.542 -1.119
C: 0.455 -1.116 0.737
C: 2.335 0.419 -0.257
H: 1.018 -1.921 1.117
H: -2.103 2.220 0.442
C: -1.143 0.626 -0.882
O: 0.240 -0.072 1.717
O: -0.821 -2.372 -0.742
C: 1.036 -0.520 -0.595
H: 1.995 1.552 0.048
H: 3.446 -0.949 0.404
C: -1.964 -0.411 -0.068

The value obtained for the highest occupied orbital energy is -0.3211 Ha. For the total energy, the calculation gives -17179.15840 eV. Its structure (SMILES) is C[C@H]1N[C@@H](CO)[C@@H](O)[C@H](O)[C@H]1O. For the energy above the lowest of the compared OMol25 structures with the same formula, charge and spin, the calculation gives 2.621 eV. For the LUMO energy, the calculation gives 0.0171 Eh.

=====

# C18H50N6O8

A cluster of 6 separate species, C18H50N6O8 in total (ωB97M-V/def2-TZVPD, the Open Molecules 2025 dataset).

Geometry (Å):
H: 1.246 -0.424 -4.595
O: 1.435 -2.319 -3.866
H: 3.854 3.967 0.160
H: 0.534 0.991 -1.909
C: -3.696 1.184 -0.160
H: -0.137 2.234 0.615
C: 0.476 0.468 1.384
O: 1.386 -0.211 1.887
H: -4.372 3.945 2.860
C: -6.766 3.061 1.764
H: 1.367 -6.201 1.131
C: 0.341 1.788 -2.631
N: -0.850 0.148 1.601
H: 4.505 2.842 1.940
C: 1.241 -4.246 0.157
C: 5.297 3.134 1.228
H: 6.091 4.268 2.876
C: 1.892 -5.594 0.406
H: -3.087 1.584 -2.176
H: 1.859 -3.464 0.611
H: -0.060 -2.158 -0.938
H: 1.882 -6.205 -0.513
O: -5.496 2.467 1.954
C: 6.461 3.680 2.033
H: -0.080 -3.469 -3.339
H: 2.244 -0.486 -3.109
O: 1.139 3.943 -3.309
H: 2.856 -1.202 -4.614
N: 0.685 1.658 0.711
H: 1.609 -2.381 4.508
C: -3.117 2.662 1.734
H: -4.725 1.556 -0.161
C: 0.332 -2.507 -3.040
H: -2.365 0.127 -1.571
H: 0.244 -4.208 0.607
C: 4.066 -5.010 -0.110
H: -1.114 -0.685 2.122
N: 1.026 -3.997 -1.282
C: 1.430 2.827 -2.489
H: -0.461 -1.771 -3.257
C: 0.709 -2.601 -1.587
H: 0.375 1.336 -3.617
H: 1.009 -0.953 3.726
O: -4.345 -0.086 -2.022
C: -0.455 -2.338 4.237
H: -7.510 2.278 1.906
H: -2.908 2.983 -0.274
O: 4.776 4.129 0.358
H: 1.590 2.069 0.655
H: 7.105 4.352 1.466
H: -0.632 2.216 -2.398
H: 5.030 -4.803 0.338
N: -2.758 2.199 0.369
O: -1.447 -1.741 3.725
H: -4.997 -0.977 -3.701
C: -4.439 3.389 1.910
H: 4.128 -5.709 -0.954
C: -3.307 0.703 -1.535
H: -6.981 3.834 2.509
H: -1.491 -4.072 4.804
C: -4.114 -0.461 -3.345
H: -4.564 4.126 1.096
H: 0.073 -3.958 5.488
H: -6.832 3.428 0.733
H: 3.686 -4.055 -0.520
C: 1.963 -1.024 -4.020
H: 5.539 2.175 0.748
H: 7.059 2.854 2.417
O: 3.181 -5.480 0.864
H: 1.684 4.679 -3.019
H: -3.231 -1.107 -3.392
H: -3.945 0.434 -3.954
N: -0.624 -3.587 4.874
H: -1.594 0.712 1.208
H: 1.913 -4.206 -1.743
H: 1.547 -1.906 -1.353
H: 2.358 2.369 -2.858
H: 1.568 3.179 -1.463
H: -3.747 0.322 0.521
H: -2.326 3.358 2.041
N: 0.843 -1.858 4.137
H: -3.068 1.801 2.405

The value obtained for the highest occupied orbital energy is -0.3207 Ha. For the total energy, the calculation gives -44795.87566 eV. Its structure (SMILES) is COCCNCCOC.COCCNCCOC.NC(N)=O.NC(N)=O.CCO.CCO. For the energy above the lowest of the compared OMol25 structures with the same formula, charge and spin, the calculation gives 0.000 eV. For the LUMO energy, the calculation gives 0.0130 Eh.

=====

# C2H8NO2

A cluster of 2 separate species, C2H8NO2 in total (ωB97M-V/def2-TZVPD, the Open Molecules 2025 dataset).

Geometry (Å):
H: -0.472 1.587 -1.472
H: 1.515 0.724 0.537
O: -0.059 -0.566 0.161
H: 0.052 -1.752 0.201
H: -0.374 -3.366 0.707
H: 0.747 2.602 -0.607
N: -1.015 1.935 0.531
H: 1.457 0.045 -1.195
C: 0.074 1.703 -0.538
H: -0.952 2.705 1.206
H: -1.512 1.043 0.870
C: 0.898 0.371 -0.293
O: 0.161 -3.130 -0.033

The value obtained for the highest occupied orbital energy is -0.1388 Ha. For the total energy, the calculation gives -7787.97167 eV. For the energy above the lowest of the compared OMol25 structures with the same formula, charge and spin, the calculation gives 1.213 eV. As for the total charge: -1. For the LUMO energy, the calculation gives 0.1572 Eh.

=====

# C62H48F3HgN4P2SSb

A structure of composition C62H48F3HgN4P2SSb (ωB97M-V/def2-TZVPD, the Open Molecules 2025 dataset).

Geometry (Å):
N: 2.502 -0.178 0.347
C: -1.743 -3.293 -0.353
H: -5.010 -2.471 1.492
H: 0.823 1.333 3.069
C: 0.307 -6.111 2.922
H: -2.099 0.473 2.616
H: -4.996 -2.631 -1.043
C: -4.510 2.190 1.030
C: -1.204 7.166 -1.436
C: -1.705 -4.627 -0.732
C: 0.616 -4.762 2.938
C: 0.452 0.625 -3.030
C: -8.012 3.189 -2.825
H: -5.789 -2.581 3.815
H: 0.437 8.090 -0.429
C: 1.961 -0.671 -4.331
H: 2.003 3.429 -2.014
H: -0.467 5.391 2.450
F: -1.610 8.330 -1.965
H: -5.274 -0.356 -0.320
C: 0.323 5.961 -0.066
H: -2.770 6.069 -2.388
C: 2.346 -0.174 -2.028
C: -7.451 1.967 -3.162
F: 6.319 3.034 -0.894
C: -4.306 -0.039 -0.717
H: -1.252 -7.579 2.994
H: -2.863 0.338 4.942
N: 0.089 -1.299 2.917
H: -2.723 3.348 1.256
H: 7.051 0.052 -1.163
H: -2.530 -3.494 3.200
H: -5.875 0.574 -2.815
H: -4.221 -0.368 -1.756
C: 0.217 3.350 2.578
C: -0.227 4.777 4.478
H: -0.533 5.723 4.906
H: 1.100 -6.843 2.847
C: -7.410 3.973 -1.849
H: -4.712 -1.189 5.556
C: -1.486 4.820 -1.173
C: -6.264 3.531 -1.209
H: -7.907 1.353 -3.928
C: 4.084 3.268 -1.573
C: -1.017 -6.523 3.005
H: -0.846 -2.818 0.032
H: 7.830 0.782 2.986
C: -4.029 -4.513 -1.332
C: -1.746 -4.238 3.124
H: 3.666 -1.376 -3.242
C: -0.121 -2.426 3.017
C: -5.671 1.745 1.666
H: -3.070 -5.917 3.170
C: -0.379 4.784 -0.327
H: -0.461 1.202 -2.918
C: 5.013 3.079 -0.567
C: -0.179 4.578 3.105
C: 0.785 0.053 -4.250
Sb: 0.258 2.932 0.496
H: -8.913 3.529 -3.317
C: -4.979 -1.913 3.552
H: 3.012 2.839 2.119
C: -0.090 7.164 -0.618
C: 7.148 0.511 2.192
C: 5.812 0.257 2.481
C: -3.340 -0.274 4.187
C: -1.911 6.018 -1.733
H: -2.824 -6.277 -1.524
C: -3.622 2.988 1.741
H: 2.254 -1.150 -5.256
C: 5.385 -0.183 0.158
H: 5.420 2.801 1.509
H: -5.808 4.153 -0.447
H: 4.416 3.398 -2.595
H: -5.236 3.161 4.709
H: 0.762 1.702 5.513
N: 4.481 -0.503 -0.883
C: -3.499 -0.984 1.885
C: 0.510 2.497 4.825
C: -4.374 -1.130 4.530
C: -2.926 -2.559 -0.439
C: 0.547 2.312 3.450
N: 1.210 0.515 -1.944
C: 3.303 2.960 1.082
H: 0.134 0.171 -5.105
Hg: -0.210 -0.047 0.437
P: -2.909 -0.838 0.160
C: -5.698 2.297 -1.530
C: 7.593 0.431 0.883
C: -6.300 1.526 -2.521
C: 6.709 0.094 -0.135
C: -4.069 -3.183 -0.942
H: -3.168 3.958 3.602
C: -5.028 2.888 3.683
H: -0.782 -5.185 -0.651
C: 3.131 -0.284 -0.754
C: 0.125 3.731 5.309
C: -2.041 -5.590 3.105
C: 2.760 -0.788 -3.202
H: -4.922 -4.985 -1.721
C: 2.740 3.289 -1.230
H: 1.642 -4.424 2.873
C: 4.654 2.936 0.757
H: 8.627 0.637 0.643
H: -7.836 4.932 -1.584
H: 4.861 -0.408 -1.810
H: 1.208 5.944 0.560
F: 0.080 3.918 6.639
H: -6.827 1.732 3.465
C: -0.415 -3.832 3.039
C: -3.873 3.336 3.064
H: -2.034 3.913 -1.401
C: -2.909 -0.200 2.870
C: 2.337 3.127 0.094
P: -4.124 1.805 -0.720
S: 3.248 -0.468 1.837
C: -2.850 -5.238 -1.221
C: -5.926 2.087 2.982
H: -6.384 1.131 1.126
C: -4.543 -1.842 2.238
C: 4.938 -0.105 1.471
H: 5.448 0.338 3.498

The value obtained for the highest occupied orbital energy (spin up / spin down) is -0.3132 / -0.3580 Ha. For the total energy, the calculation gives -119305.86563 eV. The expectation value of S² is 0.756. Its spin multiplicity is 2. For the energy above the lowest of the compared OMol25 structures with the same formula, charge and spin, the calculation gives 0.000 eV. As for the total charge: +1. For the LUMO energy (spin up / spin down), the calculation gives -0.0807 / -0.1200 Eh.

=====

# C3H4N2O

A structure of composition C3H4N2O (ωB97M-V/def2-TZVPD, the Open Molecules 2025 dataset).

Geometry (Å):
O: -0.475 -1.901 1.192
H: -0.802 -0.730 1.851
C: -0.108 1.259 0.160
C: 0.408 0.698 -0.965
N: -0.459 0.237 1.025
N: 0.370 -0.697 -0.784
H: -0.242 2.303 0.393
C: -0.164 -0.913 0.434
H: 0.796 1.140 -1.868
H: 0.676 -1.396 -1.439

The value obtained for the highest occupied orbital energy is -0.3058 Ha. For the total energy, the calculation gives -8201.67330 eV. For the energy above the lowest of the compared OMol25 structures with the same formula, charge and spin, the calculation gives 2.212 eV. For the LUMO energy, the calculation gives 0.0307 Eh.

=====

# C22H29N2O7RhS3Se2

A structure of composition C22H29N2O7RhS3Se2 (ωB97M-V/def2-TZVPD, the Open Molecules 2025 dataset).

Geometry (Å):
H: -2.757 1.067 -3.208
S: 2.769 0.326 3.083
C: -0.900 -2.955 -1.770
H: -2.492 -2.154 3.140
O: 1.724 1.066 2.245
O: 1.662 -1.168 -1.050
H: 0.081 4.480 1.373
O: 0.743 -1.598 1.185
H: -0.622 5.312 -2.305
H: -2.617 -5.885 -1.950
H: -3.140 2.774 3.270
H: -4.390 -4.358 -0.851
H: -0.864 1.532 -5.594
H: 7.223 -0.592 1.680
Rh: -0.077 0.380 1.439
C: -1.394 0.809 -4.962
H: 5.355 0.548 2.957
H: -2.165 0.313 -5.530
Se: -1.439 2.483 1.589
C: 5.206 -0.145 2.153
Se: -0.654 -0.409 3.923
H: -0.227 3.387 -4.176
C: -2.232 2.112 3.435
C: 4.599 -1.866 0.084
H: -0.509 4.278 3.008
H: -2.062 4.517 -3.032
H: -3.018 0.437 4.541
C: -1.129 4.382 -2.449
C: -3.048 -2.771 -0.718
C: -0.067 3.781 2.155
C: -2.434 0.685 3.615
H: -2.342 2.552 -4.127
H: -1.613 2.525 4.221
C: -0.305 3.299 -3.096
C: 5.893 -1.547 0.320
H: -0.867 -2.302 2.322
C: -1.492 -0.749 -0.694
C: 3.847 -0.430 1.842
H: 0.675 3.351 -2.633
H: -0.381 -4.851 -2.422
C: -1.372 -2.103 3.303
O: 2.185 -0.800 3.754
C: -3.369 -4.073 -1.099
N: -0.788 1.935 -2.897
C: 6.232 -0.692 1.349
H: -2.951 0.246 2.753
H: 6.662 -1.848 -0.376
H: -1.444 4.089 -1.433
C: 3.486 -1.250 0.768
H: -0.760 0.007 -4.641
S: 1.871 -1.914 0.177
H: 4.318 -2.579 -0.644
O: -1.771 -0.302 0.453
H: -3.787 -2.128 -0.208
C: -2.399 -4.849 -1.699
H: -1.076 -2.844 4.035
S: 0.415 1.712 -0.487
O: 3.547 1.235 3.869
O: 2.084 -3.350 0.085
C: -0.580 1.158 -1.818
N: -1.036 -0.103 -1.753
C: -1.161 -4.284 -1.999
C: -1.917 1.603 -3.772
H: 0.831 3.275 2.416
C: -1.790 -2.199 -0.996
H: 0.032 -2.560 -2.148

The value obtained for the highest occupied orbital energy (spin up / spin down) is -0.2797 / -0.3256 Ha. For the total energy, the calculation gives -206799.56941 eV. The expectation value of S² is 6.018. Its spin multiplicity is 5. For the energy above the lowest of the compared OMol25 structures with the same formula, charge and spin, the calculation gives 0.000 eV. For the LUMO energy (spin up / spin down), the calculation gives -0.0036 / -0.1102 Eh.